[1]
# C49H49BaIN5S2Si

A structure of composition C49H49BaIN5S2Si at a distorted geometry (ωB97M-V with the def2-TZVPD basis set, the OMol25 dataset).

```
108
Properties=species:S:1:pos:R:3:mulliken_charge:R:1
Ba -0.029 -0.769 -0.674 1.264
C -1.536 0.688 1.221 -0.030
Si -0.584 2.087 1.833 -0.621
C 1.132 1.520 2.440 -0.817
N 1.876 0.697 1.476 1.082
C 2.543 1.499 0.429 0.662
C 4.055 1.300 0.389 -0.293
C 4.632 1.461 1.793 -0.935
C 4.016 0.427 2.757 -0.806
C 2.796 -0.240 2.116 -0.358
C -0.419 3.480 0.565 1.516
C -1.308 3.578 -0.505 -0.430
C -1.284 4.666 -1.368 -0.532
C -0.358 5.680 -1.181 -0.655
C 0.542 5.603 -0.127 -0.795
C 0.502 4.517 0.735 -0.335
C -1.327 2.991 3.351 0.510
C -1.309 2.399 4.618 -0.441
C -1.939 2.978 5.710 -0.610
C -2.615 4.181 5.563 -0.486
C -2.647 4.793 4.318 -0.723
C -2.008 4.205 3.234 -0.175
H -2.391 1.035 0.630 0.103
H -1.943 0.133 2.074 -0.730
H 0.918 0.889 3.311 0.615
H 1.739 2.358 2.825 0.226
H 2.336 2.558 0.614 -0.079
H 2.129 1.269 -0.558 -1.067
H 4.483 2.038 -0.294 0.598
H 4.300 0.319 -0.024 -0.211
H 4.408 2.473 2.143 0.286
H 5.721 1.371 1.774 0.477
H 3.731 0.907 3.697 0.262
H 4.741 -0.352 3.008 0.520
H 2.234 -0.815 2.857 0.603
H 3.127 -0.955 1.363 -0.389
H -2.021 2.783 -0.683 0.123
H -1.970 4.702 -2.204 0.399
H -0.329 6.523 -1.861 0.350
H 1.272 6.390 0.024 0.375
H 1.198 4.485 1.567 0.342
H -0.800 1.451 4.760 0.190
H -1.905 2.491 6.678 0.387
H -3.110 4.638 6.411 0.352
H -3.170 5.733 4.191 0.387
H -2.041 4.704 2.272 0.300
C -3.285 -1.970 -2.298 -1.167
N -2.171 -1.026 -2.306 1.082
C -2.249 -0.055 -3.145 -0.919
C -1.274 0.982 -3.277 -0.178
C -1.316 2.045 -4.187 -0.918
C -0.156 2.787 -3.966 -1.382
C 0.516 2.138 -2.927 -0.316
N -0.140 1.049 -2.498 1.128
C -4.508 -1.402 -1.617 0.517
C -5.721 -1.277 -2.279 -0.529
C -6.826 -0.728 -1.638 -0.577
C -6.721 -0.294 -0.327 -0.525
C -5.508 -0.412 0.343 -0.629
C -4.413 -0.966 -0.296 0.243
H -2.960 -2.857 -1.751 -0.211
H -3.541 -2.297 -3.315 0.434
H -3.106 0.019 -3.829 0.251
H -2.096 2.233 -4.909 0.496
H 0.158 3.687 -4.470 0.450
H 1.451 2.433 -2.471 0.370
H -5.802 -1.607 -3.308 0.361
H -7.764 -0.632 -2.169 0.366
H -7.576 0.146 0.171 0.376
H -5.410 -0.058 1.361 0.423
H -3.461 -1.025 0.219 0.169
C -1.635 -2.183 3.199 -0.984
C -1.875 -3.282 2.221 0.342
N -1.361 -3.334 1.033 0.591
C -1.727 -4.490 0.379 -0.050
C -2.567 -5.302 1.075 -0.567
S -2.883 -4.629 2.613 -0.306
C -1.173 -4.768 -0.952 -0.637
C -1.164 -5.971 -1.588 -0.396
S -0.415 -5.803 -3.115 -0.300
C -0.154 -4.124 -2.802 0.063
N -0.589 -3.742 -1.644 0.812
C 0.500 -3.225 -3.791 -0.407
H -0.744 -1.631 2.900 -0.128
H -1.501 -2.580 4.205 0.574
H -2.471 -1.484 3.209 0.314
H -2.998 -6.237 0.765 0.464
H -1.526 -6.919 -1.233 0.463
H 0.663 -3.730 -4.742 0.524
H 1.454 -2.875 -3.390 -0.206
H -0.128 -2.347 -3.955 -0.066
I 2.020 -3.751 0.889 0.155
C 3.851 -3.191 0.023 0.090
C 4.978 -3.784 0.519 -0.791
C 6.232 -3.477 -0.053 -0.616
C 6.302 -2.616 -1.106 -0.993
C 5.135 -2.005 -1.630 1.370
C 5.220 -1.134 -2.743 -1.216
C 4.087 -0.561 -3.242 -1.072
C 2.836 -0.805 -2.624 -0.192
C 2.655 -1.608 -1.510 0.967
C 3.853 -2.254 -1.053 -0.841
H 4.913 -4.487 1.337 0.399
H 7.127 -3.940 0.344 0.378
H 7.257 -2.384 -1.564 0.354
H 6.192 -0.942 -3.185 0.284
H 4.146 0.097 -4.103 0.458
H 1.982 -0.289 -3.060 0.439
```

Results
- total energy (eV) = -97404.7834
- gap between HOMO and LUMO (Ha) = 0.2177
- total charge = -1
- 2S+1 = 1
- E_HOMO (eV) = -4.02

***

[2]
# C49H49F6N3OP2PbSeTe

A structure of composition C49H49F6N3OP2PbSeTe at a distorted geometry (ωB97M-V with the def2-TZVPD basis set, the OMol25 dataset).

```
113
Properties=species:S:1:pos:R:3:mulliken_charge:R:1
Pb 0.691 -0.075 0.168 1.010
Te 1.452 3.252 -3.842 0.504
C 1.658 1.980 -5.596 0.059
C 0.571 1.996 -6.457 -0.247
C 0.560 1.099 -7.522 -0.598
N 1.547 0.261 -7.745 -0.592
C 2.608 0.289 -6.970 -0.592
C 2.715 1.131 -5.866 -0.109
C 0.892 1.566 -2.714 -0.738
P -0.536 1.626 -1.635 0.950
C -1.908 0.810 -2.495 1.415
C -2.910 0.188 -1.760 -0.958
C -3.977 -0.395 -2.420 -0.385
C -4.024 -0.388 -3.805 -0.913
C -3.026 0.237 -4.534 -0.430
C -1.971 0.846 -3.884 -0.513
C -0.889 3.412 -1.683 0.218
C 0.045 4.268 -1.092 -0.317
C -0.046 5.634 -1.291 -0.566
C -1.067 6.152 -2.076 -0.558
C -2.026 5.309 -2.616 -0.860
C -1.944 3.940 -2.420 -0.290
P 2.145 0.409 -2.238 -0.254
C 3.775 1.211 -2.309 1.018
C 3.938 2.266 -1.408 -0.755
C 5.136 2.945 -1.327 -0.641
C 6.191 2.568 -2.146 -0.629
C 6.047 1.502 -3.020 -0.746
C 4.848 0.811 -3.096 -0.390
C 2.165 -1.046 -3.296 1.802
C 3.194 -1.974 -3.144 -0.876
C 3.264 -3.045 -4.016 -1.091
C 2.302 -3.201 -5.006 -0.864
C 1.272 -2.283 -5.138 -0.481
C 1.194 -1.204 -4.279 0.050
H -0.237 2.702 -6.321 0.506
H -0.273 1.069 -8.211 0.423
H 3.409 -0.385 -7.237 0.472
H 3.604 1.120 -5.259 0.698
H -2.843 0.151 -0.683 0.445
H -4.758 -0.878 -1.857 0.442
H -4.841 -0.870 -4.318 0.414
H -3.070 0.254 -5.611 0.539
H -1.197 1.357 -4.443 0.221
H 0.826 3.858 -0.463 0.226
H 0.670 6.296 -0.826 0.451
H -1.123 7.216 -2.253 0.443
H -2.843 5.718 -3.192 0.454
H -2.693 3.285 -2.840 0.489
H 3.108 2.534 -0.764 0.135
H 5.254 3.753 -0.619 0.449
H 7.131 3.095 -2.087 0.424
H 6.874 1.202 -3.645 0.466
H 4.753 -0.038 -3.758 0.457
H 3.920 -1.862 -2.349 0.634
H 4.062 -3.764 -3.919 0.442
H 2.349 -4.050 -5.668 0.525
H 0.526 -2.406 -5.906 0.528
H 0.392 -0.488 -4.363 -0.084
C 0.743 -3.973 -1.438 -1.867
C -0.409 -2.984 -1.197 0.892
O -0.043 -1.669 -1.213 0.331
C -1.068 -3.347 0.150 0.257
F -1.766 -4.478 0.151 -0.332
F -1.898 -2.375 0.572 -0.187
F -0.144 -3.466 1.124 -0.331
C -1.497 -3.227 -2.281 0.233
F -1.633 -4.518 -2.586 -0.320
F -2.706 -2.798 -1.901 -0.227
F -1.196 -2.589 -3.413 -0.030
H 1.500 -3.861 -0.665 0.343
H 1.183 -3.771 -2.409 0.149
H 0.370 -4.992 -1.422 0.558
C -2.652 1.438 5.140 -1.115
C -3.435 0.137 5.269 -0.142
C -4.128 -0.283 3.974 -0.920
C -3.157 -0.651 2.848 -1.217
N -2.310 -1.764 3.206 1.762
C -0.975 -1.762 3.372 -1.015
Se 0.143 -0.311 2.998 -0.046
N -0.557 -2.976 3.767 1.701
C 0.780 -3.397 4.110 -1.335
C 0.901 -3.735 5.597 -0.887
C 0.778 -2.527 6.522 -0.213
C 1.871 -1.483 6.318 -1.067
C -1.649 -3.811 3.807 0.540
C -1.759 -5.172 4.069 -1.131
C -3.020 -5.721 3.988 -0.867
C -4.132 -4.955 3.625 -0.919
C -4.031 -3.611 3.339 -1.037
C -2.769 -3.039 3.444 0.459
H -2.390 1.812 6.125 0.412
H -3.248 2.194 4.633 0.309
H -1.724 1.297 4.585 0.146
H -4.200 0.258 6.037 0.447
H -2.770 -0.662 5.604 0.084
H -4.754 0.535 3.614 0.518
H -4.784 -1.127 4.186 0.359
H -2.521 0.209 2.627 0.538
H -3.715 -0.925 1.947 0.240
H 1.473 -2.599 3.842 0.648
H 1.017 -4.278 3.509 0.313
H 1.872 -4.207 5.747 0.512
H 0.136 -4.465 5.861 0.381
H 0.827 -2.895 7.546 0.415
H -0.200 -2.055 6.395 0.062
H 2.838 -1.957 6.173 0.305
H 1.941 -0.842 7.192 0.406
H 1.659 -0.847 5.459 0.116
H -0.900 -5.778 4.304 0.524
H -3.148 -6.774 4.179 0.460
H -5.094 -5.434 3.548 0.460
H -4.892 -3.044 3.025 0.495
```

Results
- total energy (eV) = -170882.8574
- gap between HOMO and LUMO (alpha / beta) (Ha) = 0.1898 / 0.1758
- total charge = +2
- 2S+1 = 1
- E_HOMO (alpha / beta) (eV) = -12.54 / -12.81